Entry from the Open Molecules 2025 dataset: a single C21H23NO6 molecule (the ωB97M-V functional and the def2-TZVPD basis).

Geometry as XYZ:
```
51
Properties=species:S:1:pos:R:3
C -5.007 -1.860 0.860
C -5.118 -1.736 -0.522
C -4.219 -0.905 -1.513
N -3.199 -0.378 -0.876
C -2.156 -1.274 -0.679
C -1.158 -0.701 0.201
C -0.081 -1.412 0.311
O 0.070 -2.847 -0.071
C 1.105 -0.747 1.283
C 1.117 -1.504 2.689
O 2.366 -1.423 0.748
C 2.603 -0.988 -0.689
O 1.588 -0.514 -1.140
C 3.772 -1.558 -1.294
C 4.498 -0.286 -1.890
C 4.896 0.678 -0.751
O 5.946 0.686 -0.491
O 4.196 1.672 -0.883
C 4.341 2.453 0.128
C 1.154 0.611 1.359
O 2.272 1.041 1.880
C 0.005 1.343 1.029
C -1.147 0.645 0.699
C -2.256 1.460 0.179
C -3.238 1.187 -0.439
C -4.440 1.803 -1.022
C -4.975 2.888 0.336
C -5.796 1.667 -0.113
H -5.872 -2.339 1.452
H -4.169 -1.393 1.220
H -6.116 -2.073 -1.088
H -3.910 -1.827 -2.174
H -4.837 -0.406 -1.995
H -2.040 -2.199 -0.841
H 1.112 -2.690 2.420
H 1.883 -1.292 3.357
H 0.214 -1.454 3.206
H 4.335 -1.829 -0.243
H 3.637 -2.324 -1.882
H 5.388 -0.666 -2.530
H 3.769 0.035 -2.765
H 5.424 2.830 0.369
H 3.650 2.348 1.117
H 4.043 3.550 -0.218
H 0.027 2.252 1.349
H -2.347 2.636 0.353
H -4.572 1.870 -1.886
H -4.622 3.071 1.260
H -5.424 3.746 -0.338
H -6.805 1.805 -0.610
H -5.738 0.834 0.841
```

- LUMO: -0.0300 Eh
- Charge: 0
- Relative energy (zero: lowest compared OMol25 entry of this formula, charge and spin): 2111.1 kJ/mol
- Gap between HOMO and LUMO: 7.1 eV
- SMILES string: C=CCN1C=C2C(=O)[C@@](C)(OC(=O)CCC(=O)OC)C(=O)C=C2C=C1C1CC1